(1)
Density functional theory data (the ωB97M-V functional and the def2-TZVPD basis) for a 2-piece molecular cluster, C26H17BF9N overall in a non-equilibrium geometry.

The calculation puts the highest occupied orbital energy at -7.8 eV. The total energy comes out at -53858.99539 eV. The gap between HOMO and LUMO is 5.4 eV.

Last column: natural (NBO) charge in e.
Cartesian coordinates (Å):
1 F 1.24 5.22 16.59  -0.340
2 C 1.16 4.11 15.77  0.405
3 C 2.30 3.72 15.06  -0.369
4 C 2.26 2.48 14.42  0.428
5 F 3.43 2.11 13.82  -0.341
6 C 1.17 1.61 14.43  -0.307
7 B 1.17 0.13 13.77  0.025
8 C 2.57 -0.40 13.15  -0.289
9 C 2.87 -0.53 11.79  0.420
10 F 1.92 -0.11 10.86  -0.382
11 C 4.09 -1.00 11.28  -0.380
12 C 5.08 -1.33 12.21  0.410
13 F 6.35 -1.63 11.76  -0.336
14 C 4.85 -1.26 13.58  -0.358
15 C 3.62 -0.78 13.99  0.453
16 F 3.51 -0.56 15.34  -0.329
17 C 0.77 -1.00 14.84  -0.311
18 C 0.33 -2.28 14.45  0.433
19 F 0.33 -2.60 13.10  -0.356
20 C -0.06 -3.28 15.35  -0.380
21 C 0.07 -3.01 16.71  0.408
22 F -0.26 -3.98 17.63  -0.338
23 C 0.61 -1.81 17.17  -0.363
24 C 0.93 -0.85 16.22  0.448
25 F 1.50 0.28 16.76  -0.336
26 H 0.34 0.24 12.86  -0.056
27 C 0.07 2.08 15.19  0.440
28 F -1.01 1.25 15.38  -0.342
29 C 0.02 3.31 15.84  -0.373
30 H 3.21 4.30 15.06  0.240
31 H 4.27 -1.05 10.20  0.231
32 H 5.59 -1.51 14.33  0.245
33 H -0.45 -4.24 14.99  0.237
34 H 0.79 -1.59 18.21  0.242
35 H -0.85 3.60 16.44  0.241
36 C -1.67 1.60 8.50  -0.425
37 N -1.17 0.35 9.08  -0.283
38 C -0.76 -0.66 8.17  0.153
39 C -1.45 -0.85 6.96  -0.238
40 C -0.92 -1.70 5.98  -0.198
41 C 0.37 -2.23 6.15  -0.180
42 C 1.11 -1.95 7.31  -0.176
43 C 0.50 -1.24 8.35  -0.229
44 C -0.88 0.29 10.39  0.148
45 H -1.22 1.68 7.50  0.241
46 H -2.77 1.63 8.38  0.238
47 H -1.34 2.41 9.17  0.239
48 H -2.39 -0.33 6.79  0.225
49 H -1.49 -1.93 5.08  0.234
50 H 0.81 -2.86 5.38  0.231
51 H 2.14 -2.27 7.42  0.237
52 H 1.05 -1.01 9.26  0.259
53 H -0.47 -0.63 10.82  0.267
54 H -1.19 1.10 11.03  0.236


(2)
Density functional theory data (the ωB97M-V functional and the def2-TZVPD basis) for a single C4H6N2O molecule.

The calculation puts the highest occupied orbital energy at -8.5 eV. The total energy comes out at -9270.62157 eV. The gap between HOMO and LUMO is 9.1 eV.

Last column: natural (NBO) charge in e.
Cartesian coordinates (Å):
1 N -1.89 1.13 0.58  -0.788
2 C -0.67 0.54 0.38  0.086
3 C -0.30 -0.57 1.35  0.058
4 O 1.02 -1.33 -1.40  -0.696
5 N 0.88 -0.92 0.90  -0.560
6 C 1.27 -0.36 -0.41  0.199
7 C 0.31 0.79 -0.50  -0.370
8 H -2.27 1.73 -0.14  0.384
9 H -2.55 0.55 1.07  0.398
10 H 0.06 -1.34 -1.49  0.471
11 H 1.41 -1.69 1.29  0.405
12 H 2.34 -0.14 -0.47  0.188
13 H 0.40 1.57 -1.26  0.223


(3)
Density functional theory data (the ωB97M-V functional and the def2-TZVPD basis) for a 3-piece molecular cluster, C19H25NO7 overall in a non-equilibrium geometry.

The calculation puts the highest occupied orbital energy at -8.1 eV. The total energy comes out at -35927.54584 eV. The gap between HOMO and LUMO is 8.1 eV. Its SMILES is CC(C)=NOC(=O)OCc1ccccc1.O=C1CCCO1.O=C1CCCO1.

Last column: natural (NBO) charge in e.
Cartesian coordinates (Å):
1 C 4.01 -2.43 -1.18  -0.685
2 C 3.35 -1.06 -1.15  0.403
3 C 3.47 -0.26 0.15  -0.729
4 N 2.69 -0.61 -2.20  -0.244
5 O 1.30 -0.73 -1.85  -0.387
6 C 0.57 0.33 -2.30  0.986
7 O 1.01 1.46 -2.28  -0.613
8 O -0.63 -0.01 -2.79  -0.517
9 C -1.71 0.57 -2.02  -0.080
10 C -2.42 -0.50 -1.18  -0.077
11 C -2.52 -1.83 -1.56  -0.152
12 C -3.15 -2.73 -0.70  -0.228
13 C -3.66 -2.32 0.51  -0.224
14 C -3.58 -0.97 0.87  -0.210
15 C -2.96 -0.07 0.03  -0.200
16 H 3.56 -3.05 -0.39  0.254
17 H 3.79 -2.87 -2.15  0.236
18 H 5.09 -2.39 -1.00  0.233
19 H 2.50 -0.15 0.66  0.228
20 H 4.13 -0.82 0.83  0.264
21 H 3.94 0.69 -0.10  0.241
22 H -1.24 1.24 -1.30  0.193
23 H -2.40 1.15 -2.64  0.215
24 H -2.12 -2.15 -2.52  0.217
25 H -3.22 -3.78 -0.98  0.211
26 H -4.13 -3.01 1.21  0.212
27 H -4.00 -0.60 1.80  0.211
28 H -2.89 0.98 0.30  0.228
29 O 4.27 -2.19 2.24  -0.580
30 C 3.31 -2.50 2.90  0.801
31 C 2.20 -1.59 3.38  -0.533
32 C 1.53 -2.43 4.45  -0.429
33 C 1.79 -3.84 3.95  -0.072
34 O 3.06 -3.78 3.28  -0.483
35 H 1.53 -1.38 2.54  0.241
36 H 2.61 -0.66 3.78  0.246
37 H 0.47 -2.21 4.58  0.227
38 H 2.03 -2.28 5.41  0.211
39 H 1.04 -4.18 3.24  0.183
40 H 1.86 -4.56 4.77  0.200
41 O -3.68 2.83 -1.15  -0.582
42 C -3.00 3.75 -1.49  0.798
43 C -1.57 4.05 -1.06  -0.543
44 C -1.40 5.50 -1.48  -0.428
45 C -2.34 5.60 -2.67  -0.072
46 O -3.41 4.68 -2.38  -0.486
47 H -0.89 3.38 -1.60  0.259
48 H -1.46 3.91 0.01  0.240
49 H -0.38 5.77 -1.72  0.228
50 H -1.75 6.16 -0.68  0.208
51 H -1.86 5.29 -3.60  0.183
52 H -2.75 6.60 -2.79  0.198


(4)
Density functional theory data (the ωB97M-V functional and the def2-TZVPD basis) for C45H41BrF15GeMoNO6S2Se4Si as an isolated structure in a non-equilibrium geometry.

The calculation puts the highest occupied orbital energy at -7.8 eV. The total energy comes out at -521214.43126 eV. The gap between HOMO and LUMO is 5.3 eV.

Last column: Löwdin charge in e.
Cartesian coordinates (Å):
1 Mo 0.28 0.13 -0.31  0.919
2 Se -0.52 2.02 0.88  0.126
3 Se -2.83 2.32 0.73  0.072
4 Se -3.36 2.06 -1.54  0.101
5 Se -1.73 0.25 -1.76  0.242
6 F 6.28 -0.11 1.81  0.091
7 C 5.48 -1.03 2.38  -0.224
8 C 4.12 -0.85 2.27  -0.134
9 C 3.30 -1.79 2.86  -0.219
10 F 1.97 -1.62 2.81  0.044
11 C 3.81 -2.91 3.50  -0.127
12 F 2.99 -3.82 4.03  0.121
13 C 5.19 -3.08 3.58  -0.123
14 F 5.70 -4.16 4.17  0.130
15 C 6.03 -2.12 3.02  -0.130
16 F 7.36 -2.27 3.10  0.122
17 Ge 3.57 0.65 1.03  0.894
18 S 1.47 1.09 1.52  0.334
19 C 4.63 0.12 -0.59  -0.089
20 C 4.87 -1.24 -0.76  -0.251
21 F 4.31 -2.14 0.06  0.085
22 C 5.68 -1.75 -1.77  -0.127
23 F 5.87 -3.06 -1.87  0.134
24 C 6.29 -0.88 -2.66  -0.115
25 F 7.11 -1.34 -3.61  0.136
26 C 6.03 0.48 -2.55  -0.118
27 F 6.59 1.34 -3.40  0.119
28 C 5.19 0.95 -1.55  -0.202
29 F 4.94 2.26 -1.58  0.091
30 C 4.46 2.14 2.12  -0.096
31 C 5.35 3.11 1.70  -0.224
32 F 5.79 3.14 0.45  0.108
33 C 5.84 4.08 2.57  -0.140
34 F 6.67 5.02 2.11  0.119
35 C 5.47 4.06 3.91  -0.129
36 F 5.95 4.98 4.75  0.132
37 C 4.61 3.07 4.37  -0.133
38 F 4.26 3.01 5.65  0.124
39 C 4.12 2.15 3.46  -0.227
40 F 3.27 1.21 3.91  0.055
41 O 0.39 -1.34 -1.59  -0.608
42 S 1.86 -1.70 -1.33  0.311
43 O 2.03 -3.10 -1.38  -0.202
44 O 1.93 -1.16 0.08  -0.555
45 O 2.68 -0.86 -2.15  -0.245
46 C -4.23 -0.38 2.75  -0.122
47 C -4.72 -1.40 1.71  -0.598
48 C -4.96 -0.64 0.40  -0.140
49 C -6.06 -1.98 2.19  -0.081
50 Si -3.43 -2.87 1.47  1.011
51 Br -0.95 -1.46 1.18  0.408
52 C -3.32 -3.87 -0.22  -0.611
53 C -4.13 -5.17 -0.09  -0.090
54 C -1.88 -4.21 -0.60  -0.112
55 C -3.90 -3.08 -1.40  -0.101
56 C -2.94 -3.89 3.09  -0.615
57 C -1.79 -4.88 2.82  -0.096
58 C -2.47 -2.96 4.22  -0.097
59 C -4.16 -4.68 3.59  -0.081
60 H -4.83 0.53 2.66  0.079
61 H -3.20 -0.10 2.57  0.021
62 H -4.32 -0.76 3.76  0.065
63 H -5.44 0.31 0.60  0.079
64 H -5.59 -1.21 -0.27  0.074
65 H -4.02 -0.41 -0.10  -0.021
66 H -6.81 -1.19 2.19  0.095
67 H -5.99 -2.37 3.20  0.063
68 H -6.42 -2.78 1.54  0.079
69 H -3.71 -5.83 0.66  0.065
70 H -4.12 -5.70 -1.04  0.092
71 H -5.16 -4.96 0.17  0.077
72 H -1.31 -4.64 0.22  0.060
73 H -1.35 -3.33 -0.96  0.043
74 H -1.88 -4.94 -1.41  0.096
75 H -4.98 -2.97 -1.32  0.074
76 H -3.70 -3.63 -2.32  0.095
77 H -3.46 -2.09 -1.50  0.021
78 H -0.91 -4.36 2.47  0.068
79 H -2.07 -5.64 2.10  0.068
80 H -1.53 -5.38 3.75  0.091
81 H -1.66 -2.33 3.89  0.051
82 H -2.13 -3.56 5.05  0.092
83 H -3.28 -2.32 4.57  0.062
84 H -4.62 -5.27 2.81  0.070
85 H -4.91 -4.02 4.00  0.064
86 H -3.84 -5.36 4.39  0.093
87 C -0.95 5.31 0.29  -0.102
88 C 0.54 5.32 0.10  -0.247
89 C 1.33 5.74 1.16  -0.044
90 C 2.71 5.81 1.05  -0.069
91 C 3.31 5.44 -0.13  -0.025
92 C 2.54 4.99 -1.21  -0.208
93 N 3.23 4.68 -2.39  0.131
94 C 3.12 3.64 -3.24  -0.207
95 C 3.79 3.69 -4.48  -0.009
96 C 3.58 2.72 -5.43  -0.060
97 C 2.68 1.67 -5.21  -0.068
98 C 2.08 1.55 -3.99  0.003
99 C 2.35 2.48 -2.97  -0.094
100 C 2.07 2.09 -1.62  -0.487
101 O 2.66 2.51 -0.61  -0.014
102 O 1.17 1.15 -1.43  -0.375
103 C 1.14 4.96 -1.11  -0.161
104 C 0.28 4.58 -2.28  -0.006
105 H -1.19 5.03 1.32  0.062
106 H -1.45 4.59 -0.36  0.007
107 H -1.36 6.30 0.10  0.095
108 H 0.84 6.02 2.08  0.112
109 H 3.31 6.15 1.88  0.105
110 H 4.38 5.46 -0.24  0.114
111 H 4.06 5.25 -2.53  0.155
112 H 4.47 4.50 -4.68  0.116
113 H 4.12 2.76 -6.36  0.109
114 H 2.50 0.93 -5.97  0.105
115 H 1.45 0.70 -3.76  0.118
116 H 0.83 4.65 -3.21  0.086
117 H -0.58 5.24 -2.35  0.090
118 H -0.10 3.56 -2.18  0.082